ORCA calculation (wB97M-V/def2-TZVPD) on a cluster of 2 separate species, C3H7NO in total in a non-equilibrium geometry.

```
12
Properties=species:S:1:pos:R:3
C -0.23975 2.16144 0.04725
N -0.81530 1.46215 1.00291
C 0.05136 1.03281 2.15048
H -0.86371 2.61057 -0.73755
H 0.78053 2.48166 0.18375
H 0.16821 1.94849 2.84814
H 1.02028 0.68642 1.91869
H -0.65029 0.30327 2.53976
C 0.11494 -3.18662 -2.49042
O -0.71122 -4.02693 -2.22457
H 1.13739 -3.41887 -2.91194
H 0.00756 -2.05439 -2.32651
```

- Charge: 0
- HOMO energy: -9.932 eV
- Structure (SMILES): C=NC.C=O


ORCA calculation (wB97M-V/def2-TZVPD) on a structure of composition C4H11BrCrNO in a non-equilibrium geometry.

```
19
Properties=species:S:1:pos:R:3
Cr -2.90613 1.43235 4.09556
Br -4.23069 1.22939 2.04725
C 1.61532 0.03210 1.07178
C 0.20833 0.38765 0.60391
C -0.09211 -0.34910 -0.70025
O 0.59155 0.32030 -1.73254
C 0.68136 -0.41452 -2.94124
N -0.75361 0.13465 1.68559
H 1.97001 0.53081 1.97280
H 2.32642 0.38787 0.32202
H 1.67794 -1.05435 1.16605
H 0.17703 1.45420 0.36121
H -1.15987 -0.33494 -0.97697
H 0.18609 -1.40917 -0.56075
H -0.26207 -0.83820 -3.31166
H 1.29970 -1.30575 -2.74754
H 1.13925 0.20997 -3.69828
H -1.68026 0.44644 1.45105
H -0.78826 -0.85969 1.89200
```

- Charge: +1
- <S²>: 6.1137
- HOMO energy (alpha / beta): -12.226 / -12.227 eV
- Multiplicity: 5


ORCA calculation (wB97M-V/def2-TZVPD) on a cluster of 5 separate species, C35H43BrN7O2 in total.

```
88
Properties=species:S:1:pos:R:3
N 1.36306 1.60279 -2.05515
C 0.42210 1.17234 -3.11029
C 0.63617 -0.30022 -3.47474
C -0.27901 -1.23626 -2.67195
C 0.41396 -1.63415 -1.36418
N -0.49274 -1.59887 -0.14941
C -1.72610 -2.39219 -0.41655
C -2.99108 -1.89410 -0.14031
C -4.07403 -2.69495 -0.43795
C -3.84370 -3.95043 -0.99197
N -2.63437 -4.43705 -1.22797
C -1.59408 -3.66643 -0.94829
C -0.79912 -0.15523 0.18910
C -1.07403 -0.10214 1.70537
C -0.78673 -1.53121 2.19903
C 0.19952 -2.03403 1.16165
O 1.33156 -1.21638 1.32396
C 0.60868 -3.50058 1.23526
C 1.59228 -3.66542 2.37997
O 1.32119 -3.59354 3.53051
Br 3.40526 -4.00840 1.77997
H 0.83510 1.96863 -1.27047
H 1.93683 2.36893 -2.37908
H -0.60235 1.32380 -2.75996
H 0.53453 1.78685 -4.00469
H 0.49536 -0.46163 -4.54436
H 1.68091 -0.54047 -3.26839
H -1.22036 -0.72602 -2.46536
H -0.52521 -2.12317 -3.25444
H 0.86197 -2.62356 -1.44645
H 1.22039 -0.93085 -1.16321
H -3.14035 -0.91985 0.29976
H -5.08641 -2.36153 -0.25946
H -4.68828 -4.58339 -1.23258
H -0.62104 -4.08874 -1.16457
H 0.07910 0.44237 -0.02378
H -1.59263 0.23555 -0.44123
H -0.38182 0.60370 2.15684
H -2.08436 0.20934 1.95875
H -0.32887 -1.60293 3.18072
H -1.71213 -2.10133 2.15339
H 2.04617 -1.47556 0.72725
H -0.25004 -4.12502 1.49435
H 1.03119 -3.86605 0.30416
N -0.25605 3.81832 -0.28150
C 0.08193 4.67863 0.67900
C 0.20465 6.04427 0.47197
C -0.02824 6.54703 -0.79780
C -0.37636 5.66609 -1.81090
C -0.47859 4.32274 -1.49556
H 0.26003 4.25257 1.65971
H 0.47481 6.70178 1.28641
H 0.06057 7.60806 -0.99163
H -0.56514 6.01017 -2.81810
H -0.76011 3.60043 -2.25426
N -5.19447 -7.27019 -4.00819
C -4.97608 -5.98593 -3.73579
C -5.59873 -4.94183 -4.40198
C -6.50083 -5.24682 -5.41004
C -6.73763 -6.57836 -5.70496
C -6.06182 -7.54868 -4.97721
H -4.25290 -5.79933 -2.95093
H -5.38101 -3.91437 -4.13897
H -7.00806 -4.46182 -5.95551
H -7.43126 -6.86478 -6.48308
H -6.22379 -8.60116 -5.17999
N 0.07125 9.46558 2.24585
C -0.37711 10.53816 1.59679
C 0.45150 11.48260 1.00849
C 1.82282 11.30733 1.10027
C 2.30580 10.19731 1.77518
C 1.39147 9.31315 2.32609
H -1.45504 10.64635 1.54955
H 0.02813 12.33442 0.49463
H 2.50253 12.02312 0.65694
H 3.36755 10.01937 1.87583
H 1.73197 8.43393 2.86377
N 7.88866 -4.08364 6.72727
C 6.77800 -3.36165 6.84723
C 5.84964 -3.20783 5.82797
C 6.08980 -3.83732 4.61748
C 7.24289 -4.59244 4.47824
C 8.10632 -4.68394 5.56044
H 6.62568 -2.88341 7.80844
H 4.96173 -2.61009 5.98390
H 5.38791 -3.74089 3.79854
H 7.47336 -5.10246 3.55264
H 9.01774 -5.26709 5.49052
```

- Charge: +1
- HOMO energy: -11.013 eV


ORCA calculation (wB97M-V/def2-TZVPD) on a cluster of 2 separate species, C4H8O2 in total.

```
14
Properties=species:S:1:pos:R:3
C 0.10037 -0.00198 -0.73716
C -0.26187 0.91183 0.16810
O -0.33561 0.62864 1.49589
C 0.33421 -0.58390 1.78140
O -0.16437 -1.63619 1.02358
C 0.11081 -1.45950 -0.36207
H 0.34394 0.28408 -1.75563
H -0.52900 1.94148 -0.04856
H 0.14390 -0.80343 2.83027
H 1.41244 -0.44085 1.58947
H -0.70682 -1.97787 -0.88041
H 1.05014 -1.95838 -0.64438
H -0.92588 2.22632 -2.27374
H -0.57227 2.86977 -2.18677
```

- Charge: 0
- HOMO energy: -8.903 eV
- Structure (SMILES): C1=COCOC1.[H][H]


ORCA calculation (wB97M-V/def2-TZVPD) on a cluster of 9 separate species, C16H50O9 in total in a non-equilibrium geometry.

```
75
Properties=species:S:1:pos:R:3
C -0.49229 -3.26795 -3.44337
C -1.43576 -4.27999 -2.79061
O -2.19204 -4.85685 -3.86774
H -1.06449 -2.66036 -4.14447
H 0.25975 -3.72903 -4.08364
H 0.06082 -2.62806 -2.75584
H -2.08569 -3.82827 -2.04118
H -0.90904 -5.03549 -2.20762
H -2.97990 -5.25363 -3.48898
C -4.24354 -0.12804 3.59407
C -4.81601 -0.01484 5.00902
O -5.51280 -1.16049 5.28873
H -3.57549 0.70197 3.36405
H -5.03376 -0.18509 2.84547
H -3.62653 -1.01903 3.47775
H -5.48677 0.84432 5.01514
H -4.02698 0.16890 5.73823
H -5.62896 -1.15338 6.24165
C 2.51967 -0.90679 -3.07327
C 3.58339 -0.37564 -3.96243
O 4.87453 -0.60892 -3.44030
H 1.56829 -0.95589 -3.60295
H 2.40451 -0.25075 -2.21046
H 2.78603 -1.90488 -2.72544
H 3.42540 0.70153 -4.01575
H 3.47126 -0.76684 -4.97361
H 5.02394 -0.02312 -2.69457
C -1.34653 -0.26075 0.96096
C -0.33679 -0.49783 -0.17538
O 0.15293 0.76856 -0.54492
H -2.15247 0.42434 0.69786
H -0.80594 0.08982 1.84014
H -1.82768 -1.20163 1.22806
H -0.86472 -0.92400 -1.02849
H 0.46469 -1.15910 0.15396
H 0.53421 1.25442 0.19005
C 2.35212 4.10221 -1.82173
C 2.80597 2.68822 -1.87159
O 3.29550 2.31518 -0.59094
H 3.16185 4.68408 -1.38141
H 1.45048 4.23031 -1.22278
H 2.17922 4.55408 -2.79846
H 3.56462 2.56217 -2.64402
H 1.99915 2.03722 -2.20826
H 2.62389 2.50987 0.06679
C 3.42644 -0.81909 1.74807
C 4.07394 -1.96302 0.98225
O 5.42819 -1.69362 0.56783
H 3.88530 -0.63743 2.71995
H 2.38349 -1.06590 1.94668
H 3.46343 0.11771 1.19204
H 3.43487 -2.14985 0.11924
H 3.96622 -2.86540 1.58410
H 5.34671 -1.01223 -0.10350
C -0.58150 3.18276 2.27134
C 0.77896 3.66768 1.83871
O 1.47765 2.52281 1.40753
H -0.37508 2.54779 3.13292
H -1.08502 2.71527 1.42516
H -1.20400 4.01290 2.60518
H 1.23907 4.29053 2.60582
H 0.71736 4.34064 0.98347
H 1.69097 2.04669 2.21339
C -1.98642 3.27486 -1.40165
O -1.02984 2.75682 -2.27115
H -1.34041 3.54237 -0.56547
H -2.57481 4.11709 -1.76573
H -2.61496 2.50921 -0.94688
H -0.61473 1.99071 -1.86821
C -3.38183 -3.59893 1.44647
O -4.52668 -2.80270 1.57395
H -3.60174 -4.65206 1.62152
H -3.01581 -3.67169 0.42235
H -2.61392 -3.31761 2.16708
H -4.88391 -2.98684 2.44578
```

- Charge: 0
- HOMO energy: -9.716 eV
- Structure (SMILES): CCO.CCO.CCO.CCO.CCO.CCO.CCO.CO.CO


ORCA calculation (wB97M-V/def2-TZVPD) on the ion C4H6NO2 with charge -1 in a non-equilibrium geometry.

```
13
Properties=species:S:1:pos:R:3
C 0.81226 -1.19910 -0.12380
C 2.09292 -1.44117 0.24391
C 0.51658 0.24329 -0.28781
C -0.75092 0.89091 0.62183
N 1.71642 0.98899 0.09411
O 2.31305 1.39261 -0.97796
O 2.76462 -0.47596 0.75264
H -0.13972 -1.86637 -0.28691
H 2.60055 -2.37941 0.07647
H 0.40605 0.47415 -1.30630
H -0.63679 1.96887 0.56103
H -0.70870 0.50240 1.64931
H -1.55893 0.44822 0.04321
```

- Charge: -1
- <S²>: 2.0098
- HOMO energy (alpha / beta): -1.289 / -2.596 eV
- Multiplicity: 3


ORCA calculation (wB97M-V/def2-TZVPD) on a structure of composition C49H40BeO2P2S.

```
95
Properties=species:S:1:pos:R:3
Be -0.09278 0.45764 0.08060
O 0.61599 -2.49690 0.11274
S -0.53036 -1.58900 -0.02958
C -1.52608 -2.01919 -1.41439
C -2.08191 -3.28264 -1.40129
C -2.92403 -3.74518 -2.42120
C -3.18927 -2.89921 -3.46556
C -4.06975 -3.07842 -4.67424
C -3.76217 -1.85316 -5.57326
C -2.81646 -1.00726 -4.75894
C -2.19213 0.17104 -5.04970
C -1.27481 0.67893 -4.11190
C -0.99366 0.07319 -2.89959
P 0.36067 0.79744 -1.94201
C 1.85094 -0.12173 -2.39012
C 3.04255 0.19295 -1.73637
C 4.21690 -0.45032 -2.08680
C 4.20323 -1.42629 -3.07559
C 3.01857 -1.75186 -3.71892
C 1.84065 -1.09695 -3.38424
C 0.60944 2.50415 -2.49052
C -0.36822 3.45183 -2.18210
C -0.19831 4.77637 -2.54702
C 0.95750 5.16560 -3.21496
C 1.92880 4.22763 -3.52773
C 1.75839 2.89504 -3.17112
C -1.66334 -1.14680 -2.54883
C -2.53788 -1.64791 -3.53241
C -1.55720 -1.74270 1.43807
C -2.83704 -2.26649 1.41487
C -3.52926 -2.63231 2.58307
C -2.88017 -2.51402 3.78161
C -3.30752 -2.87283 5.18034
C -2.07900 -2.54510 6.06967
C -1.09004 -1.89773 5.13400
C 0.13836 -1.34115 5.35694
C 0.80115 -0.74880 4.26575
C 0.31144 -0.75059 2.97114
P 1.17557 0.32807 1.78969
C 0.96636 2.03865 2.36197
C 1.46730 3.02607 1.50544
C 1.27711 4.36781 1.79817
C 0.57170 4.73163 2.94033
C 0.06395 3.75600 3.78549
C 0.25870 2.40845 3.49979
C 2.92333 -0.07995 1.91101
C 3.35027 -1.28901 1.35501
C 4.67082 -1.68152 1.50789
C 5.56129 -0.87027 2.20115
C 5.13493 0.33280 2.74752
C 3.81366 0.73177 2.60821
C -0.90721 -1.44698 2.69261
C -1.59424 -1.93272 3.81756
H -1.85504 -3.94453 -0.57257
H -3.34653 -4.74072 -2.36454
H -5.11700 -3.09416 -4.36713
H -3.87719 -4.02532 -5.17793
H -4.66028 -1.29956 -5.84721
H -3.28595 -2.15398 -6.50863
H -2.34950 0.69250 -5.98581
H -0.74598 1.58955 -4.36415
H 3.05747 0.95389 -0.96386
H 5.14153 -0.19538 -1.58547
H 5.12021 -1.93477 -3.34511
H 3.00766 -2.51112 -4.49040
H 0.92059 -1.34565 -3.89800
H -1.27677 3.14511 -1.68451
H -0.96549 5.50513 -2.31628
H 1.09439 6.20063 -3.50050
H 2.82387 4.52742 -4.05877
H 2.51755 2.16765 -3.42723
H -3.32790 -2.42312 0.46546
H -4.52945 -3.04091 2.50663
H -3.60710 -3.91828 5.25211
H -4.17825 -2.28171 5.46655
H -1.65102 -3.44894 6.50549
H -2.33302 -1.88789 6.90032
H 0.59248 -1.32273 6.34047
H 1.73979 -0.23895 4.45781
H 2.01188 2.74265 0.60879
H 1.68034 5.12611 1.13953
H 0.42360 5.77914 3.17226
H -0.48196 4.04185 4.67636
H -0.13743 1.65296 4.16825
H 2.64636 -1.92274 0.82702
H 5.00442 -2.62090 1.08399
H 6.59234 -1.17907 2.31975
H 5.83239 0.95896 3.28855
H 3.48625 1.67358 3.03309
C -2.21130 2.36345 0.68864
O -1.48370 1.10607 0.74997
H -2.92455 2.38462 1.50655
H -2.73213 2.44192 -0.26209
H -1.49147 3.16894 0.81079
H -2.01086 0.42023 1.18953
```

- Charge: +2
- HOMO energy: -13.327 eV


ORCA calculation (wB97M-V/def2-TZVPD) on an isolated molecule of C5H8N2.

```
15
Properties=species:S:1:pos:R:3
C -1.53044 1.88847 -0.50099
C -0.62124 0.83000 0.04309
C -0.40268 0.44799 1.38274
N 0.42820 -0.58322 1.48932
N 0.76341 -0.86929 0.22793
C 1.59712 -2.00523 -0.08061
C 0.16515 -0.05025 -0.66608
H -1.98604 2.46501 0.30947
H -2.34108 1.44590 -1.09274
H -0.99542 2.59202 -1.14738
H -0.83317 0.88587 2.27321
H 1.61045 -2.12447 -1.16621
H 1.17511 -2.90673 0.36893
H 2.61731 -1.86513 0.28449
H 0.35330 -0.15094 -1.72518
```

- Charge: 0
- HOMO energy: -8.833 eV
- Structure (SMILES): Cc1cnn(C)c1


ORCA calculation (wB97M-V/def2-TZVPD) on an isolated molecule of C2HNO3S in a non-equilibrium geometry.

```
8
Properties=species:S:1:pos:R:3
C -0.55276 -1.39341 -0.15247
C 1.12154 -1.94171 1.28298
N 0.21569 -0.28373 -0.05865
O -1.54734 -1.58664 -0.76519
O 0.08556 -2.38076 0.62918
O 1.26999 -0.40609 0.80911
S 2.11875 -2.55668 2.33549
H -0.11777 0.65619 -0.20647
```

- Charge: 0
- <S²>: 2.0081
- HOMO energy (alpha / beta): -6.605 / -9.810 eV
- Multiplicity: 3


ORCA calculation (wB97M-V/def2-TZVPD) on a structure of composition C7H7N5NiOS.

```
22
Properties=species:S:1:pos:R:3
Ni 0.85487 0.10327 -1.10570
N 3.63802 2.81275 0.52250
C 2.63995 1.99993 0.22565
S 2.63127 1.28090 -1.39815
N 1.68986 1.74353 1.07713
N 0.76731 0.90255 0.57749
C -0.27590 0.57997 1.25997
C -1.21957 -0.31721 0.61522
C -2.42562 -0.70727 1.14822
C -3.25479 -1.53021 0.38349
C -2.84780 -1.92115 -0.87883
C -1.61441 -1.49438 -1.35291
N -0.81708 -0.71806 -0.61687
H 4.38634 3.00402 -0.12421
H 3.65983 3.26612 1.42548
H -0.41128 0.99179 2.25396
H -2.72177 -0.36988 2.13220
H -4.21041 -1.85151 0.77594
H -3.46519 -2.55232 -1.50208
H -1.26462 -1.78148 -2.33671
O 2.45338 -2.14020 -1.40539
N 1.80761 -1.30115 -1.67641
```

- Charge: +2
- HOMO energy (alpha / beta): -16.213 / -16.211 eV


ORCA calculation (wB97M-V/def2-TZVPD) on a structure of composition C41H37N4O3S3Tl.

```
89
Properties=species:S:1:pos:R:3
Tl 0.52301 0.34753 -0.36362
O 4.18629 -2.19834 1.41818
C 3.38893 -1.57283 0.68506
O 2.16741 -1.36588 0.87351
C 4.04967 -0.98295 -0.58307
C 5.39957 -1.24316 -0.82907
C 5.98376 -0.73965 -1.97654
C 5.20337 -0.00131 -2.85966
C 3.87328 0.20629 -2.53344
N 3.31609 -0.26290 -1.42238
H 5.94094 -1.83528 -0.10520
H 7.03207 -0.91853 -2.19137
H 5.61851 0.41166 -3.77159
H 3.21561 0.77263 -3.18813
C -1.30037 0.98584 -3.46888
N -1.83539 0.36835 -2.28185
C -2.86185 1.16929 -1.66170
C -2.25300 -1.00003 -2.51954
C -1.09953 -1.98155 -2.64732
C -1.22990 -3.02422 -3.57016
C -0.26533 -4.02128 -3.65551
C 0.82726 -3.97547 -2.79721
C 0.95350 -2.91875 -1.89206
C 0.01678 -1.87967 -1.79294
H -2.07124 1.11268 -4.25789
H -0.49294 0.36335 -3.86161
H -0.89223 1.97116 -3.22395
H -3.74412 1.31754 -2.31951
H -2.45516 2.15019 -1.40260
H -3.18277 0.68309 -0.73914
H -2.90409 -1.05748 -3.41730
H -2.84711 -1.30856 -1.65609
H -2.10232 -3.07206 -4.22453
H -0.36696 -4.82247 -4.38214
H 1.58328 -4.75808 -2.83948
H 1.80567 -2.91798 -1.21842
S -0.98630 3.44214 3.91042
C -2.43265 2.77796 3.28321
C -2.20113 1.81100 2.35463
C -0.81716 1.50647 2.08774
C -0.01988 2.32606 2.82968
C 1.42898 2.53789 2.79720
C 2.04941 3.62847 3.43768
C 3.41858 3.78359 3.34696
C 4.15923 2.86372 2.61585
C 3.46928 1.82203 2.01349
N 2.15559 1.65898 2.09789
H -3.38370 3.14760 3.64994
H -3.02380 1.32697 1.83258
H 1.45110 4.33712 3.99465
H 3.90757 4.61082 3.85082
H 5.23502 2.94414 2.51915
H 4.00100 1.06764 1.43735
S 2.14331 3.17539 -1.89315
C 1.21613 4.16355 -2.83252
N 0.55269 5.23238 -2.24236
C -0.26713 6.08190 -2.90431
C -0.45661 5.96059 -4.23756
C 0.19950 4.89261 -4.92136
C 0.98494 4.02515 -4.24128
H 0.65681 5.28442 -1.23861
H -0.74118 6.84749 -2.30675
H -1.10160 6.64955 -4.76213
H 0.04909 4.76948 -5.98691
H 1.46372 3.19486 -4.73979
O -1.84545 -1.32744 0.62505
S -1.15949 -1.53275 1.92618
C -2.50225 -1.36487 3.14549
C -2.22462 -0.98935 4.44994
C -3.26906 -0.78155 5.34049
C -4.58217 -0.94220 4.91875
C -4.84933 -1.32617 3.60809
C -3.80606 -1.53777 2.71864
C -1.14054 -3.37137 2.05472
C -1.17259 -4.07071 3.25526
C -1.20100 -5.45822 3.24445
C -1.17257 -6.14643 2.03651
C -1.08713 -5.44282 0.84317
C -1.07181 -4.05410 0.84872
H -1.19317 -0.82955 4.74861
H -3.05657 -0.46923 6.35644
H -5.39843 -0.74303 5.60388
H -5.87463 -1.44544 3.27666
H -3.98410 -1.81008 1.68392
H -1.19382 -3.54061 4.19964
H -1.25479 -6.00099 4.18103
H -1.21195 -7.22988 2.03240
H -1.03256 -5.97320 -0.09990
H -1.00742 -3.48334 -0.07344
```

- Charge: -2
- HOMO energy: -0.109 eV